No. 1
The following is a DFT calculation (the ωB97M-V functional and the def2-TZVPD basis) of a structure of composition C32H32CaN4O2S2 in a non-equilibrium geometry.

CARTESIAN COORDINATES (ANGSTROEM)
Ca: -0.4462 -0.7388 -0.2736
O: -1.9621 0.3061 0.5237
C: -2.0428 0.9182 1.6960
C: -2.3108 2.4163 1.6828
C: -2.1741 3.2336 2.7281
C: -1.9376 2.9227 4.1726
C: -1.2660 0.3865 4.0614
C: -2.3054 -0.6764 3.7454
C: -1.9070 -1.8583 3.0813
N: -0.7161 -2.3935 2.9896
C: -0.6403 -3.6471 2.2857
C: 0.4907 -3.6830 1.2409
N: 0.1354 -3.0725 -0.0289
C: 0.4085 -3.7268 -1.0927
C: 0.1880 -3.3431 -2.4701
C: 0.8359 -4.0945 -3.4558
C: 0.7838 -3.7643 -4.7927
C: 0.0350 -2.6428 -5.1714
C: -0.6493 -1.9062 -4.2382
C: -0.6056 -2.2057 -2.8434
O: -1.2666 -1.5096 -2.0013
H: -2.6595 2.8297 0.7380
H: -2.4168 4.2834 2.5715
H: -2.5820 3.5681 4.7652
H: -0.4089 -0.0695 4.5681
H: -2.7462 -2.3625 2.5762
H: -1.5844 -3.9007 1.7710
H: -0.4278 -4.4662 2.9955
H: 0.8136 -4.7273 1.0898
H: 1.3317 -3.1346 1.6752
H: 0.9078 -4.7042 -0.9821
H: 1.4346 -4.9438 -3.1369
H: 1.3232 -4.3449 -5.5317
H: 0.0012 -2.3485 -6.2158
H: -1.2268 -1.0371 -4.5342
C: -1.4390 1.6418 -2.0776
N: -0.0532 1.3437 -1.6744
C: 0.3791 2.2833 -0.6309
C: 1.5151 1.7688 0.2525
N: 1.0562 0.6753 1.1199
C: 2.1543 -0.2231 1.5157
C: 0.4036 1.0716 2.3651
C: 1.1957 1.7720 3.3602
C: 0.7374 2.4875 4.4065
C: -0.6322 2.6650 4.9479
C: -1.7068 1.5968 4.8432
C: -0.8777 0.7673 2.6625
S: -3.5342 0.2129 2.7924
C: 0.8275 1.3126 -2.8247
C: 0.6751 2.2612 -3.8327
C: 1.4236 2.2363 -4.9995
C: 2.3593 1.2221 -5.1700
C: 2.5464 0.2889 -4.1717
C: 1.8120 0.3076 -2.9666
S: 2.1674 -0.8648 -1.7567
H: -1.6054 2.7167 -2.2523
H: -2.1064 1.3015 -1.2899
H: -1.6688 1.0920 -2.9875
H: -0.4751 2.4696 0.0199
H: 0.6832 3.2436 -1.0803
H: 1.8966 2.6172 0.8423
H: 2.3238 1.3954 -0.3767
H: 2.9889 0.3098 1.9935
H: 2.5424 -0.7360 0.6408
H: 1.7591 -0.9535 2.2243
H: 2.2649 1.8475 3.1753
H: 1.4905 3.0101 4.9913
H: -0.6063 3.2114 5.8857
H: -2.3137 1.3969 5.7223
H: -0.0622 3.0479 -3.7159
H: 1.2682 2.9885 -5.7648
H: 2.9388 1.1638 -6.0863
H: 3.2645 -0.5123 -4.2925

Force components x, y, z for each atom (eV/Å):
2.2 -0.6 0.4
-1.5 1.3 0.8
-1.0 0.0 0.7
0.0 0.0 -0.1
-0.1 0.1 -0.1
0.0 -0.2 0.0
-0.1 -0.1 0.0
-0.5 0.2 0.0
0.2 -0.1 0.1
0.0 0.2 -0.1
0.1 -0.1 -0.1
0.0 -0.2 0.3
0.1 -0.4 -0.1
0.0 -0.2 0.3
-0.2 0.2 -0.2
0.0 0.0 0.1
0.0 0.0 -0.1
0.0 -0.1 0.1
-0.1 0.1 0.0
-0.1 -0.4 -0.4
-0.7 -0.7 -1.6
0.0 0.0 0.0
0.0 0.0 -0.1
0.0 0.0 0.1
0.1 0.1 -0.1
0.0 0.0 0.0
0.0 0.0 0.0
0.0 0.0 -0.1
0.0 0.1 0.0
0.0 0.0 0.0
0.0 0.0 0.0
0.0 0.0 0.0
0.0 0.0 0.0
0.0 0.0 0.0
0.0 0.0 0.0
0.0 0.1 0.0
0.0 0.3 -0.3
0.2 0.1 0.2
-0.1 0.1 -0.2
0.3 0.5 0.4
0.1 -0.1 0.1
-0.5 -0.3 0.1
0.3 0.2 0.1
0.0 -0.1 -0.1
0.1 0.2 0.0
-0.1 0.0 0.0
0.5 0.1 -0.2
0.5 -0.1 0.0
0.2 -0.1 -0.2
0.0 0.2 0.0
0.0 0.0 0.0
0.0 0.0 0.0
-0.1 0.1 0.0
0.1 0.2 -0.1
0.1 -0.2 0.1
0.0 0.0 0.0
0.0 0.1 0.0
0.0 0.0 0.0
-0.1 0.1 -0.1
-0.1 0.0 0.0
0.0 -0.1 0.0
0.0 0.0 0.0
0.0 0.0 0.0
0.0 0.1 -0.1
0.0 0.0 0.0
0.0 0.0 0.1
0.0 -0.1 0.0
0.0 0.0 0.0
0.0 0.0 0.0
0.0 0.0 0.1
0.0 0.0 0.0
0.0 0.0 0.0
0.0 0.0 0.0

Summary:
charge = -2
multiplicity = 1
DFT total energy = -83868.0183 eV
energy relative to the best compared isomer or geometry (same formula, charge and spin) = 0.0 kcal/mol
HOMO = -0.53 eV
LUMO level = 4.80 eV
orbital gap = 5.328 eV

=====

No. 2
The following is a DFT calculation (the ωB97M-V functional and the def2-TZVPD basis) of a structure of composition C32H32Cl6N7O4V in a non-equilibrium geometry.

CARTESIAN COORDINATES (ANGSTROEM)
O: -2.4786 1.2247 0.9515
V: -2.4302 0.3942 -0.3464
N: 0.8808 -0.1409 -0.4463
O: 1.7465 0.2764 0.2849
O: -0.3607 0.2542 -0.1985
O: 1.0926 -0.9392 -1.3800
N: -2.3794 2.2710 -1.5058
C: -1.4021 3.1246 -1.2095
C: -1.1815 4.3148 -1.8792
C: -1.9761 4.5569 -2.9975
C: -2.9965 3.6796 -3.3337
C: -3.2070 2.5947 -2.5202
H: -0.7625 2.9041 -0.3590
H: -0.4426 5.0242 -1.5434
H: -1.7831 5.4823 -3.5305
H: -3.6057 3.8406 -4.2104
H: -4.0204 1.9067 -2.7228
N: -0.9212 -5.4948 -3.6380
C: -0.2709 -4.3624 -3.3850
C: 0.9009 -4.3360 -2.6556
C: 1.3398 -5.4752 -2.0288
C: 0.7134 -6.6782 -2.3375
C: -0.3659 -6.6111 -3.2103
H: -0.6267 -3.4549 -3.8599
H: 1.4380 -3.4037 -2.5556
H: 2.2241 -5.5800 -1.4106
H: 0.9829 -7.6405 -1.9283
H: -0.9057 -7.5046 -3.5091
N: -2.8009 -1.5525 0.4299
C: -3.8567 -1.8182 1.2013
C: -4.2070 -3.0875 1.5828
C: -3.4450 -4.1439 1.0977
C: -2.3688 -3.8848 0.2694
C: -2.0971 -2.5836 -0.0684
H: -4.4855 -0.9852 1.4933
H: -5.1057 -3.3194 2.1333
H: -3.6881 -5.1668 1.3550
H: -1.7689 -4.6669 -0.1744
H: -1.3045 -2.3051 -0.7510
N: -0.3817 4.1346 1.9348
C: -1.2837 4.6626 2.7701
C: -1.3925 4.2054 4.0684
C: -0.5910 3.1783 4.5300
C: 0.3128 2.6047 3.6514
C: 0.3240 3.1045 2.3617
H: -1.8953 5.4732 2.3944
H: -2.0422 4.6668 4.8052
H: -0.7173 2.8228 5.5435
H: 0.9617 1.7939 3.9468
H: 1.0101 2.6940 1.6240
N: -1.8005 -0.5905 3.3132
C: -1.9986 -0.3033 4.5841
C: -0.9865 -0.3251 5.5320
C: 0.2534 -0.7668 5.1150
C: 0.4964 -0.9675 3.7682
C: -0.5745 -0.9221 2.9072
H: -2.9728 0.0856 4.8631
H: -1.1710 -0.0086 6.5487
H: 1.0767 -0.9216 5.8043
H: 1.4759 -1.2123 3.3770
H: -0.5367 -1.2007 1.8621
N: 3.8485 2.1714 -3.6596
C: 2.9442 1.8236 -2.7564
C: 1.5841 1.8530 -3.0294
C: 1.1562 2.1524 -4.3029
C: 2.1133 2.4616 -5.2491
C: 3.4580 2.4347 -4.8964
H: 3.3061 1.4225 -1.8146
H: 0.8777 1.6589 -2.2317
H: 0.1197 2.2173 -4.6136
H: 1.8827 2.6220 -6.2962
H: 4.2693 2.5207 -5.6085
C: 4.3162 -2.1259 -0.8472
Cl: 5.5283 -0.9788 -1.4197
Cl: 4.3875 -2.1253 0.9306
Cl: 4.5770 -3.7344 -1.5215
H: 3.3389 -1.7263 -1.0848
C: 4.0376 1.6995 2.3521
Cl: 4.0793 3.2653 3.1205
Cl: 4.2351 0.3543 3.5154
Cl: 5.2440 1.5866 1.0709
H: 3.0555 1.5258 1.9335

Force components x, y, z for each atom (eV/Å):
-0.7 -1.0 -1.1
2.4 1.6 2.4
0.0 -1.4 -1.0
-0.3 0.2 -0.1
-0.6 0.1 -0.5
-0.8 1.0 1.1
-0.4 -0.7 -0.4
1.0 0.5 1.0
-0.9 -0.4 -0.7
0.6 0.7 0.5
0.1 0.2 0.0
0.1 -0.7 -0.3
-0.2 -0.2 -0.1
0.2 -0.1 0.0
-0.2 -0.2 -0.3
-0.2 0.0 0.1
0.0 0.0 0.0
-0.1 0.7 -0.6
0.3 -0.2 -0.3
0.2 1.0 0.4
0.6 -1.8 0.0
-0.6 0.5 -0.4
-0.7 -0.8 0.6
-0.2 0.0 0.1
0.0 0.1 0.1
0.0 0.7 0.1
0.3 0.1 0.0
0.2 -0.1 0.1
-0.2 0.3 -1.3
-0.7 0.6 0.5
0.1 -0.9 -0.5
0.1 -0.1 0.2
0.2 -0.2 -0.3
0.3 0.4 0.0
0.3 0.1 0.1
0.0 0.4 0.2
-0.1 0.0 0.0
0.0 -0.1 0.1
0.2 -0.2 0.0
-1.0 0.2 -0.5
0.6 -0.2 0.1
-0.4 0.4 0.8
0.2 -0.3 -0.3
-0.5 0.0 0.2
1.1 -0.1 -0.3
0.0 0.1 0.0
-0.2 0.1 -0.4
0.2 0.0 0.1
0.0 0.0 -0.1
0.0 -0.1 0.1
-0.5 -0.4 -0.6
0.2 1.0 0.4
0.0 -0.4 0.0
0.8 0.3 0.2
0.2 -0.6 -0.3
-0.8 0.1 0.1
-0.1 -0.2 -0.1
0.0 -0.2 0.1
-0.1 0.3 0.1
0.0 -0.1 0.2
0.5 0.2 0.0
0.7 -0.7 0.3
-0.3 0.0 -0.2
-0.3 -0.1 0.6
0.0 0.7 -0.5
0.7 -0.3 -0.8
-0.3 -0.2 0.4
0.1 0.4 0.1
0.0 -0.2 -0.1
-0.1 -0.2 0.3
-0.3 0.1 0.1
-0.2 0.4 -0.2
0.3 0.5 0.6
0.0 -0.1 -0.4
-0.1 -0.3 0.0
-0.2 0.2 0.1
-0.1 -0.3 -0.3
0.0 -0.6 -0.1
0.0 0.1 0.2
0.1 0.3 0.1
-0.2 0.0 0.1
0.0 0.2 -0.2

Summary:
expectation value of S² = 0.78
charge = +1
multiplicity = 2
DFT total energy = -153135.8170 eV
energy relative to the best compared isomer or geometry (same formula, charge and spin) = 0.0 kcal/mol
HOMO (alpha / beta) = -11.37 / -11.37 eV
LUMO level (alpha / beta) = -5.25 / -4.88 eV
orbital gap (alpha / beta) = 6.126 / 6.491 eV

=====

No. 3
The following is a DFT calculation (the ωB97M-V functional and the def2-TZVPD basis) of a structure of composition C32H32F5IrO6S3SiTe in a non-equilibrium geometry.

CARTESIAN COORDINATES (ANGSTROEM)
Ir: -0.0802 -1.4022 -1.1872
C: -2.2769 -3.7899 -1.3369
C: -1.9644 -3.3096 -2.7390
S: -1.6680 -1.5150 -2.8208
C: -3.2398 -0.9286 -2.1223
C: -3.4006 0.5750 -2.3384
S: -1.8541 1.5027 -2.3450
C: -1.3006 1.4029 -0.6366
C: -1.0712 0.0096 -0.0781
S: -1.1610 -3.0609 -0.0907
H: -2.1503 -4.8711 -1.2817
H: -3.3054 -3.5651 -1.0553
H: -2.7681 -3.5359 -3.4415
H: -1.0406 -3.7495 -3.1128
H: -3.2702 -1.2000 -1.0680
H: -4.0233 -1.4860 -2.6400
H: -4.1009 0.9774 -1.6052
H: -3.8183 0.7636 -3.3275
H: -1.9955 1.9474 0.0089
H: -0.3521 1.9417 -0.6656
H: -1.9829 -0.4036 0.3455
H: 0.5158 -0.4993 1.1662
O: -0.1707 0.2004 1.1313
Si: -0.6876 0.8369 2.7386
C: -2.4819 0.3951 2.7800
C: -2.8652 -0.9446 2.9223
C: -4.1950 -1.3175 2.8015
C: -5.1624 -0.3555 2.5374
C: -4.8007 0.9770 2.3935
C: -3.4687 1.3486 2.5105
C: -0.3267 2.6379 2.6274
C: -0.9297 3.5131 3.5375
C: -0.6355 4.8672 3.5172
C: 0.2671 5.3644 2.5869
C: 0.8812 4.5085 1.6838
C: 0.5909 3.1527 1.7061
C: 0.4051 -0.1892 3.8126
C: -0.0868 -0.8229 4.9568
C: 0.7518 -1.5850 5.7567
C: 2.0896 -1.7300 5.4185
C: 2.5968 -1.1019 4.2889
C: 1.7624 -0.3286 3.4984
H: -2.1182 -1.7051 3.1225
H: -4.4788 -2.3550 2.9217
H: -6.2019 -0.6448 2.4525
H: -5.5560 1.7264 2.1961
H: -3.1953 2.3909 2.3914
H: -1.6350 3.1391 4.2727
H: -1.1090 5.5339 4.2255
H: 0.4944 6.4221 2.5683
H: 1.5864 4.8932 0.9592
H: 1.0847 2.5051 0.9899
H: -1.1310 -0.7221 5.2297
H: 0.3609 -2.0673 6.6427
H: 2.7415 -2.3291 6.0404
H: 3.6419 -1.2066 4.0302
H: 2.1892 0.1808 2.6384
F: 3.3921 -4.6691 -1.5728
Te: 2.2161 -3.5668 -0.7058
F: 1.4104 -1.7780 0.2861
F: 1.2370 -5.1055 -0.3603
F: 3.5434 -2.2864 -0.8977
F: 2.7976 -3.7883 1.0178
O: 1.1667 -2.9693 -2.0612
O: 1.1494 2.2214 -1.7807
C: 1.5131 1.1956 -2.3112
O: 1.0157 0.0240 -1.9345
C: 2.5008 1.1247 -3.4169
C: 2.9338 2.3208 -3.9721
C: 3.8626 2.3427 -5.0134
C: 4.3279 1.1265 -5.4478
O: 5.2273 0.8786 -6.4349
C: 5.4105 -0.5397 -6.4700
O: 4.5162 -1.1164 -5.5173
C: 3.8980 -0.0707 -4.8921
C: 2.9815 -0.1130 -3.8798
H: 2.5375 3.2454 -3.5768
H: 4.2033 3.2671 -5.4567
H: 6.4395 -0.7769 -6.1951
H: 5.1680 -0.9088 -7.4663
H: 2.6527 -1.0496 -3.4555

Force components x, y, z for each atom (eV/Å):
-1.2 -0.7 0.8
0.0 0.0 0.0
0.0 0.0 0.0
0.1 0.1 0.1
0.0 0.0 0.0
0.0 0.0 0.0
0.0 0.0 0.1
-0.2 0.0 0.2
0.0 0.1 -0.2
0.0 0.4 -0.4
0.0 0.0 0.0
0.0 0.0 0.0
0.0 0.0 0.0
0.0 0.0 0.0
0.0 0.0 0.0
0.0 0.0 0.0
0.0 0.0 0.0
0.0 0.0 0.0
-0.1 0.0 0.0
-0.2 -0.1 0.0
0.0 0.0 0.0
0.0 0.0 0.0
0.0 -0.1 0.0
0.0 0.0 0.0
0.0 0.0 0.0
0.0 0.0 0.0
0.0 0.0 0.0
0.0 0.0 0.0
0.0 0.0 0.0
0.0 0.0 0.0
0.0 0.0 0.0
0.0 0.0 0.0
0.0 0.0 0.0
0.0 0.0 0.0
0.0 0.0 0.0
0.0 0.0 0.0
0.0 0.0 0.0
0.0 0.0 0.0
0.0 0.0 0.0
0.0 0.0 0.0
0.0 0.0 0.0
0.0 0.0 0.0
0.0 0.0 0.0
0.0 0.0 0.0
0.0 0.0 0.0
0.0 0.0 0.0
0.0 0.0 0.0
0.0 0.0 0.0
0.0 0.0 0.0
0.0 0.0 0.0
0.0 0.0 0.0
0.0 0.0 0.0
0.0 0.0 0.0
0.0 0.0 0.0
0.0 0.0 0.0
0.0 0.0 0.0
0.0 0.0 0.0
-0.1 -0.1 0.1
0.9 0.7 -0.4
-0.1 -0.4 -0.1
-0.3 0.2 0.1
0.0 -0.1 0.0
0.0 0.0 0.0
0.2 -0.1 0.1
0.4 0.5 -0.1
-0.3 -0.5 0.0
0.8 -0.1 -0.4
0.0 0.0 0.1
0.1 0.0 0.0
0.0 0.0 0.0
0.0 0.0 0.0
0.0 0.0 0.0
0.0 0.0 0.0
0.0 0.0 0.0
0.0 0.0 0.0
0.0 0.0 0.0
0.0 0.0 0.0
0.0 0.0 0.0
0.0 0.0 0.0
0.0 0.0 0.0
0.0 0.0 0.0

Summary:
expectation value of S² = 0.76
charge = +1
multiplicity = 2
DFT total energy = -110086.2322 eV
energy relative to the best compared isomer or geometry (same formula, charge and spin) = 9.9 kcal/mol
HOMO (alpha / beta) = -10.08 / -10.08 eV
LUMO level (alpha / beta) = -4.29 / -5.37 eV
orbital gap (alpha / beta) = 5.792 / 4.708 eV

=====

Question: The highest DFT total energy belongs to which entry?
Answer: C32H32CaN4O2S2